1.
DFT (ωB97M-V/def2-TZVPD) results for a structure of composition C32H45B3F4N7O3P in a non-equilibrium geometry.

CARTESIAN COORDINATES (ANGSTROEM)
C 6.1464 -0.1909 0.8196
C 5.0088 0.5585 1.5163
P 3.3869 -0.3368 1.4311
C 3.1694 -1.0848 -0.2580
B 2.0603 1.0398 1.5258
O 2.4529 2.3807 1.5066
B 1.7065 3.0485 0.5579
N 2.2540 4.0114 -0.3377
C 3.1760 3.6712 -1.1235
C 3.3472 2.3114 -1.7232
C 4.1835 4.6962 -1.5567
O 0.3247 2.7660 0.5101
B 0.0692 1.4453 0.6127
C -0.9807 0.7284 -0.3861
F -0.5629 0.9678 -1.6484
F -0.9989 -0.6026 -0.1399
C -2.4204 1.2061 -0.2104
F -3.1527 0.8095 -1.2635
F -2.4816 2.5292 -0.1658
O 0.7175 0.7074 1.5787
H 6.1391 0.0708 -0.2305
H 6.0495 -1.2608 0.9352
H 7.0767 0.1752 1.2377
H 4.9106 1.5622 1.1178
H 5.2182 0.6611 2.5692
H 3.0424 -2.1521 -0.2010
H 2.2934 -0.6716 -0.7383
H 3.9941 -0.8620 -0.9197
H 2.4489 1.7092 -1.6927
H 3.5949 2.4489 -2.7674
H 4.2112 1.8311 -1.2690
H 3.7801 5.6856 -1.4488
H 5.0912 4.5556 -0.9828
H 4.4275 4.5279 -2.6025
H -2.8077 0.7398 0.6930
N -5.4529 -0.8070 1.4387
C -6.2311 -1.9256 1.5051
C -6.9409 -1.8751 2.6739
C -6.5786 -0.6738 3.3405
C -5.6599 -0.0353 2.5513
H -4.8250 -0.5887 0.6861
H -6.2100 -2.6593 0.7204
H -7.6420 -2.6171 3.0184
H -6.9503 -0.3201 4.2872
H -5.1380 0.8968 2.6852
N -9.5432 -4.5867 1.8318
C -9.1247 -5.8800 1.6571
C -10.2266 -6.6894 1.7180
C -11.3546 -5.8524 1.9326
C -10.9009 -4.5625 1.9960
H -8.9455 -3.7802 1.8384
H -8.0827 -6.1109 1.5078
H -10.2255 -7.7619 1.6194
H -12.3812 -6.1629 2.0292
H -11.4241 -3.6335 2.1439
N 9.9243 1.5811 0.0741
C 9.8945 2.0770 1.3506
C 11.0139 1.6319 1.9995
C 11.7497 0.8385 1.0787
C 11.0534 0.8276 -0.0992
H 9.2249 1.7444 -0.6260
H 9.0822 2.7014 1.6828
H 11.2773 1.8508 3.0206
H 12.6836 0.3343 1.2616
H 11.2622 0.3507 -1.0414
N -7.1379 -4.4870 -1.4610
C -7.0201 -5.5151 -2.3548
C -6.1777 -5.1082 -3.3554
C -5.7661 -3.7822 -3.0518
C -6.3737 -3.4299 -1.8769
H -7.6992 -4.5063 -0.6280
H -7.5448 -6.4427 -2.2027
H -5.8871 -5.6956 -4.2101
H -5.1003 -3.1612 -3.6290
H -6.3304 -2.5196 -1.3070
N 6.6330 4.6344 2.2402
C 5.4758 4.8788 2.9296
C 5.8124 5.4952 4.1046
C 7.2280 5.6309 4.1242
C 7.7046 5.0925 2.9607
H 6.6871 4.1874 1.3441
H 4.5185 4.5935 2.5259
H 5.1215 5.8145 4.8666
H 7.8254 6.0729 4.9037
H 8.7088 4.9957 2.5836
N -2.1156 -0.2197 -5.8664
C -2.3325 -0.0961 -4.5206
C -3.6161 -0.4956 -4.2655
C -4.1958 -0.8786 -5.5059
C -3.2447 -0.6989 -6.4734
H -1.2592 0.0072 -6.3368
H -1.5600 0.2641 -3.8643
H -4.0886 -0.5119 -3.2982
H -5.1963 -1.2443 -5.6674
H -3.2735 -0.8690 -7.5360

Cartesian forces, eV/Å:
-0.38 0.79 0.24
-0.41 -0.18 -0.63
0.00 -0.65 0.87
-0.16 0.64 0.02
1.12 -0.11 0.83
-0.03 -0.56 -0.54
-1.27 1.42 -0.07
0.25 -0.76 1.44
0.26 0.86 -0.54
0.32 0.19 -0.09
-0.34 -0.52 -0.86
0.39 -0.04 -1.01
-0.98 0.13 1.00
0.02 0.82 1.41
0.14 -0.19 -0.74
0.03 -0.61 -0.41
0.50 -0.83 -0.26
-0.52 -0.40 -0.44
-0.05 0.99 0.31
0.26 -0.35 -1.13
0.07 -0.22 -0.38
0.20 -0.30 0.04
0.37 -0.26 0.00
0.05 0.30 -0.09
0.02 0.01 0.41
0.03 -0.35 0.15
-0.36 0.01 -0.16
0.38 0.05 -0.07
-0.12 -0.25 0.34
0.09 -0.08 -0.34
-0.01 -0.35 0.14
0.01 0.42 0.31
0.24 0.13 0.23
0.24 0.13 -0.15
-0.27 0.18 0.29
0.02 0.10 0.01
-0.01 -0.08 -0.01
-0.07 0.00 0.00
0.00 0.05 -0.01
0.04 -0.04 -0.04
-0.06 -0.02 -0.03
0.06 -0.08 0.06
0.05 0.00 0.11
0.00 0.00 0.00
-0.02 0.01 0.02
0.01 -0.04 -0.09
0.10 0.07 -0.02
-0.01 -0.02 -0.04
-0.02 0.01 0.00
0.02 0.04 0.02
-0.04 0.04 0.02
0.00 -0.03 0.05
0.00 0.00 0.00
0.00 0.00 0.00
-0.01 -0.01 0.00
0.02 0.02 0.02
-0.09 0.01 -0.07
0.00 0.02 0.04
0.02 -0.01 -0.01
-0.04 -0.02 -0.05
0.03 -0.01 0.00
0.01 -0.03 0.07
0.00 0.00 0.00
0.00 0.00 0.00
0.01 -0.01 0.01
0.06 0.02 0.06
-0.03 -0.02 0.01
-0.01 -0.03 0.02
0.03 0.01 -0.02
-0.01 0.00 -0.03
-0.07 -0.05 -0.07
-0.01 0.00 -0.02
0.00 0.00 0.00
0.01 -0.01 0.01
-0.04 0.08 -0.10
0.01 0.02 0.02
-0.04 -0.04 -0.02
0.00 0.00 -0.01
-0.03 0.00 0.00
0.06 -0.05 -0.07
-0.01 0.02 0.02
-0.01 -0.01 0.02
0.00 0.00 0.00
0.00 0.00 0.00
0.01 0.02 0.02
-0.02 -0.03 0.02
0.06 0.03 -0.03
-0.04 -0.03 0.00
-0.03 -0.03 0.00
0.04 0.02 -0.04
-0.02 -0.01 0.01
-0.02 0.01 0.04
0.00 0.01 0.00
0.00 0.00 0.00
-0.02 0.00 0.00

Properties
2S+1: 1
LUMO energy: -0.11 eV
highest occupied orbital energy: -8.237 eV

Atomic partial charges in e from the Löwdin method, atoms 1 to 5: -0.16, -0.44, 1.03, -0.27, -0.66

2.
DFT (ωB97M-V/def2-TZVPD) results for a cluster of 14 separate species, C19H68N24O14 in total in a non-equilibrium geometry.

CARTESIAN COORDINATES (ANGSTROEM)
C 1.9086 -0.7930 4.1399
C 1.5394 -1.8077 5.1841
C 2.7460 -2.0566 6.1269
O 2.7151 -3.2971 6.8021
C 3.8803 -3.5240 7.6855
N 0.3070 -1.4052 5.9151
H 2.6342 -1.1998 3.4356
H 2.3176 0.1424 4.5219
H 1.1375 -0.5188 3.4199
H 1.4165 -2.7921 4.7325
H 2.8739 -1.2724 6.8731
H 3.6455 -1.9764 5.5167
H 3.8771 -2.8885 8.5710
H 4.7910 -3.3494 7.1126
H 3.9419 -4.5400 8.0756
H -0.0077 -0.5934 5.4031
H 0.6096 -1.0539 6.8124
C -4.1907 0.6419 -6.0025
C -4.3666 1.0693 -4.5690
C -4.7219 -0.0760 -3.5765
O -5.9950 -0.6021 -3.8288
C -6.7883 -1.0273 -2.6609
N -3.0739 1.6621 -4.0840
H -3.4457 -0.1379 -6.1609
H -3.9623 1.4481 -6.6996
H -5.1913 0.2740 -6.2298
H -5.1229 1.8525 -4.5167
H -4.6897 0.4515 -2.6232
H -3.9789 -0.8735 -3.5921
H -6.6869 -0.2686 -1.8849
H -6.3263 -1.8927 -2.1858
H -7.7953 -1.3323 -2.9455
H -3.2803 2.2672 -3.3021
H -2.5802 0.8666 -3.7052
O 1.4448 3.0281 -3.6709
H 1.8150 3.8925 -3.4919
H 1.7254 2.4891 -2.9314
C -4.4513 -0.9819 0.4690
O -5.2705 -0.3903 1.2078
N -4.5011 -2.2474 0.1141
N -3.5716 -0.3052 -0.2510
H -5.2068 -2.8556 0.5043
H -3.8636 -2.6184 -0.5760
H -3.4449 0.6936 -0.1704
H -2.8460 -0.8086 -0.7412
C -1.0922 -2.5198 1.9773
O -0.9790 -1.4514 1.4182
N -1.9159 -3.4566 1.6187
N -0.4272 -2.9142 2.9806
H -1.9153 -4.3507 2.0887
H -2.7305 -3.1409 1.1120
H 0.2416 -2.2770 3.3890
H -0.5743 -3.8647 3.2887
C 4.5574 1.5600 -3.6732
O 4.3232 1.4793 -4.8557
N 4.2173 0.6920 -2.8764
N 5.2805 2.4804 -3.1390
H 3.8334 -0.1416 -3.2980
H 4.1180 1.0323 -1.9306
H 5.1567 2.7715 -2.1798
H 5.9175 2.8683 -3.8200
C 1.0409 0.8600 -0.6019
O 1.8210 1.4517 -1.2705
N -0.3020 1.0005 -0.6244
N 1.2970 0.0481 0.3717
H -0.6792 1.3605 -1.4894
H -0.8132 0.4166 0.0220
H 2.2766 -0.1772 0.4696
H 0.5642 -0.4222 0.8835
C 4.8880 0.0756 0.7428
O 4.1857 -0.8727 1.1370
N 4.4209 1.1696 0.2805
N 6.2029 0.0559 0.7400
H 3.4126 1.2250 0.3013
H 5.1350 1.8282 0.0042
H 6.6443 -0.7995 1.0461
H 6.6997 0.8799 0.4328
C 1.0598 4.1115 2.0749
O 1.2366 4.5653 3.1958
N 2.0555 3.7353 1.2493
N -0.2245 3.8579 1.6661
H 1.7099 3.4509 0.3439
H 3.0047 3.6955 1.5922
H -0.9100 3.9423 2.4031
H -0.3420 3.5734 0.7042
C -1.9084 4.7589 -1.2621
O -2.6515 3.8895 -1.5297
N -2.2280 5.7155 -0.3837
N -0.6104 4.7497 -1.5699
H -3.1255 5.6599 0.0762
H -1.6449 6.5380 -0.4438
H 0.0270 5.4370 -1.1940
H -0.3781 4.0855 -2.2945
C -3.3931 2.3700 2.9578
O -2.6382 3.3556 3.0611
N -3.0708 1.1813 2.6874
N -4.6148 2.5255 3.1018
H -3.8399 0.5407 2.8223
H -2.1281 0.9313 2.4249
H -4.8349 3.4910 3.3007
H -5.3005 1.7848 3.0692
C 3.5389 -4.6045 1.1902
O 3.5047 -5.8031 0.9723
N 4.6534 -3.9860 1.4359
N 2.4789 -3.8502 1.1808
H 4.6170 -2.9934 1.2531
H 5.5263 -4.4427 1.2133
H 2.5484 -2.8691 1.4102
H 1.5084 -4.0760 1.0152
C -0.1592 0.1280 -4.1425
O -0.9973 -0.4716 -3.4611
N 1.0968 -0.1154 -4.2229
N -0.4772 0.9721 -4.9722
H 1.6287 0.3242 -4.9604
H 1.5953 -0.8034 -3.6767
H -1.4547 1.1618 -4.8033
H 0.1434 1.4642 -5.5991
C 0.1249 -3.6698 -1.9900
O 0.4397 -4.5978 -1.2000
N 0.1911 -3.7350 -3.3441
N -0.1843 -2.4313 -1.5886
H -0.1590 -3.0754 -4.0241
H 0.3589 -4.6639 -3.7032
H -0.1822 -2.3055 -0.5865
H -0.3630 -1.6622 -2.2184

Cartesian forces, eV/Å:
0.81 0.09 -1.26
0.41 -0.50 1.46
0.50 0.39 -0.02
0.69 -0.95 1.12
-0.76 0.53 -1.11
0.72 -0.22 -0.48
0.57 -0.08 0.22
-0.07 -0.04 0.24
-0.73 0.12 0.40
-0.24 -0.12 -0.12
-0.38 0.51 0.13
0.25 -0.24 -0.27
-0.22 0.43 -0.13
0.10 0.13 -0.02
-0.65 -0.14 -0.50
-0.51 0.21 0.20
-0.19 0.03 0.28
-1.05 -0.31 -0.17
1.70 0.09 0.48
-0.46 1.11 -0.29
-1.89 -0.67 0.53
2.12 0.17 -0.57
-1.39 -0.31 -0.22
-0.04 -0.14 0.26
0.00 0.22 0.30
0.09 -0.44 -0.71
-0.17 -0.13 0.06
-0.06 -0.33 0.45
0.36 -0.01 -0.03
-0.70 0.37 -0.09
0.19 -0.40 -0.20
0.13 0.61 -0.21
0.27 0.34 0.27
0.27 -0.24 0.63
-0.58 0.35 -0.45
0.30 0.20 -0.08
0.18 -0.55 0.63
-2.27 3.46 0.56
0.82 -1.31 -0.05
-0.31 -3.42 0.18
2.09 1.10 -1.03
0.18 0.22 -0.08
-0.33 0.04 0.01
-0.21 -0.20 0.34
0.04 0.25 -0.06
-0.57 0.37 -1.01
0.01 2.52 -1.12
-3.54 -2.17 -2.40
3.62 -0.50 4.11
-0.39 0.33 -0.34
0.07 -0.54 -0.05
-0.01 -0.65 0.11
0.62 0.60 0.60
0.72 2.08 -4.67
-0.08 -0.15 -3.39
-3.15 -6.34 5.38
2.66 4.32 0.30
-0.50 0.23 0.87
-0.19 -1.41 0.38
0.80 0.20 0.08
-0.17 0.91 0.72
-3.74 -0.47 1.47
2.56 1.87 -2.49
-1.48 1.34 -1.41
2.99 -2.09 2.16
-0.54 -0.13 0.33
-0.45 0.20 -0.63
-0.02 -0.79 0.76
0.39 -0.22 0.09
0.36 -2.83 1.14
-0.54 -0.64 0.21
-2.52 1.96 -0.80
2.03 -1.43 0.56
0.33 1.21 -0.37
-0.42 1.50 -0.38
0.25 0.42 -0.12
0.56 -0.02 -0.02
-1.07 -0.23 1.62
0.63 0.27 0.44
-0.50 0.11 -0.78
1.56 0.34 -0.67
1.16 -0.36 -0.12
-0.16 0.09 -0.49
-0.58 -0.19 -0.58
-0.83 -0.17 0.43
1.53 1.39 2.37
-3.08 -3.63 -1.86
-0.19 1.71 0.40
1.38 -0.13 -1.20
0.33 0.39 -0.19
-0.68 0.13 0.75
0.05 -0.39 -0.35
0.70 0.24 -0.01
5.55 4.31 0.07
0.44 -0.12 -0.14
2.23 -5.42 -1.00
-8.17 2.24 1.46
0.86 -0.82 -0.71
-0.31 -0.26 0.28
-0.68 -0.39 0.10
-0.01 0.44 -0.16
-0.65 -3.79 -1.01
-0.21 -1.41 -0.07
3.50 2.63 0.68
-3.66 3.59 0.58
0.47 0.38 0.20
-0.45 -0.12 0.03
0.47 -0.01 -0.09
0.62 -1.10 -0.42
0.89 -3.92 2.30
-0.85 -0.87 1.75
5.59 -2.33 0.83
-4.11 5.52 -4.95
0.29 0.01 0.49
-0.37 0.14 0.03
-0.20 1.54 -1.48
-0.43 0.16 0.51
1.06 -0.57 1.23
-0.96 1.41 -1.70
0.35 -1.94 -1.34
-0.40 0.23 1.73
-0.13 0.24 0.70
0.04 0.18 0.02
-0.04 0.32 -0.21
-0.23 0.25 -0.21

Properties
2S+1: 2
total charge: -1
LUMO energy (alpha / beta): 1.75 / 1.74 eV
highest occupied orbital energy (alpha / beta): -0.284 / -6.713 eV

Atomic partial charges in e from the Löwdin method, atoms 1 to 5: -0.07, -0.43, -0.22, -0.19, -0.07

3.
DFT (ωB97M-V/def2-TZVPD) results for a structure of composition C6H10F6N2PtS4Sb2.

CARTESIAN COORDINATES (ANGSTROEM)
Pt -1.0704 1.6531 -2.4241
S 0.0768 6.1602 -0.5841
Sb -0.6257 5.4856 -2.7323
S -1.9258 3.5691 -1.6931
S -0.8375 2.3352 -4.4579
S -2.4760 6.9343 -2.8480
F -0.2836 -0.1108 -2.8986
Sb 1.1287 -1.3208 -3.8275
F 1.4942 -1.8079 -2.0574
F 2.1900 0.1943 -3.5690
F 2.3938 -2.3797 -4.6511
F 0.4298 -0.4865 -5.3469
F -0.2709 -2.5363 -3.8451
N -1.2068 0.7744 -0.6011
C -0.6288 0.3533 0.3206
N 0.0327 -0.1878 1.2707
C 0.6165 -1.5534 1.1098
C -0.0128 -2.4844 2.1308
C 0.1120 -1.9180 3.5462
C -0.5024 -0.5200 3.6390
C 0.1252 0.4215 2.6232
H 1.6896 -1.4496 1.2784
H 0.4609 -1.8721 0.0822
H 0.4813 -3.4534 2.0565
H -1.0664 -2.6332 1.8797
H 1.1679 -1.8732 3.8312
H -0.3798 -2.5827 4.2554
H -0.3592 -0.0979 4.6342
H -1.5787 -0.5753 3.4550
H 1.1873 0.5680 2.8273
H -0.3618 1.3940 2.5960

Cartesian forces, eV/Å:
-0.01 0.47 -0.08
0.02 -0.06 -0.04
-0.06 0.12 0.04
-0.07 -0.07 -0.03
0.02 0.01 0.07
0.05 -0.06 -0.03
-0.14 -0.68 0.01
-0.17 0.22 0.18
0.14 -0.14 0.25
0.28 0.23 -0.01
0.15 -0.09 -0.09
-0.07 0.14 -0.36
-0.16 -0.27 -0.07
-0.16 0.35 0.29
0.35 -0.21 -0.21
-0.06 0.01 0.19
-0.07 0.10 0.03
0.00 0.05 0.06
-0.02 0.03 -0.05
0.02 -0.05 -0.03
-0.05 -0.13 -0.13
0.02 0.02 -0.02
0.01 0.01 -0.01
-0.02 -0.01 0.00
0.01 -0.03 -0.01
0.00 0.00 0.00
0.01 0.00 0.01
-0.02 -0.01 0.01
0.00 0.02 0.03
0.02 0.01 0.00
-0.01 0.01 0.00

Properties
2S+1: 6
total charge: +1
LUMO energy (alpha / beta): -4.59 / -7.24 eV
highest occupied orbital energy (alpha / beta): -13.305 / -13.323 eV

Atomic partial charges in e from the Löwdin method, atoms 1 to 5: 0.64, 0.09, 0.32, 0.07, 0.37

Which value of 2S+1 does entry 3 give?
6